{"formula": "C8H26B2O29Rb", "method": "ωB97M-V/def2-TZVPD", "e_above_lowest_kcal_mol": 0.0, "lumo_energy_ev": 0.77, "total_charge": -1, "homo_lumo_gap_ev": 8.032, "largest_force_ev_per_a": 10.01, "species": ["Rb", "O", "C", "O", "B", "O", "C", "O", "O", "C", "O", "C", "O", "O", "O", "C", "O", "B", "O", "C", "O", "O", "C", "O", "C", "O", "O", "O", "H", "H", "O", "H", "H", "O", "H", "H", "O", "H", "H", "O", "H", "H", "O", "H", "H", "O", "H", "H", "O", "H", "H", "O", "H", "H", "O", "H", "H", "O", "H", "H", "O", "H", "H", "O", "H", "H"], "positions_angstrom": [[-5.7727, 0.1969, -0.9325], [-2.6237, 0.6899, 0.6065], [-1.9227, -0.1431, 0.0185], [-0.6957, -0.2151, 0.1665], [-0.2497, -1.3511, -0.6895], [-1.4517, -1.8631, -1.2735], [-2.4137, -1.2321, -0.7755], [-3.5737, -1.4911, -0.8605], [0.4863, -2.3481, 0.1445], [1.6473, -2.3691, -0.2335], [2.6283, -2.8241, 0.4405], [1.8113, -1.5241, -1.3445], [0.7613, -0.9121, -1.6995], [2.8773, -1.2661, -1.9145], [-4.5357, 0.5489, -3.3695], [-3.4947, 1.0999, -3.7055], [-2.3697, 0.6329, -3.5285], [-1.4217, 1.7549, -3.4665], [-2.2667, 2.9169, -3.7455], [-3.4147, 2.4649, -3.7985], [-4.3167, 3.2089, -4.1285], [-0.6937, 1.7719, -2.1805], [0.5193, 1.8989, -2.4865], [1.4693, 1.8919, -1.6985], [0.7043, 1.9289, -3.8935], [-0.3937, 1.5999, -4.4585], [1.6763, 2.3879, -4.4715], [4.0503, -1.2321, 2.8985], [4.3213, -0.6191, 2.1815], [3.0853, -1.3141, 2.8955], [1.8653, 1.0819, 0.9495], [1.6813, 1.4579, 0.0925], [2.6063, 0.4909, 0.8455], [-3.5767, 2.0539, 2.9135], [-2.7117, 1.6799, 2.6225], [-3.6587, 2.0029, 3.8485], [4.4873, 0.9629, -2.3185], [4.4213, 1.7529, -2.7965], [3.8293, 0.4299, -2.7245], [-0.8837, 2.7849, 0.8275], [-1.5017, 2.0609, 0.7655], [-0.3797, 2.5859, 0.0705], [1.3643, -1.1781, 2.7255], [0.8913, -1.8991, 2.3155], [0.7933, -0.4061, 2.7345], [4.4813, -0.2631, 0.3695], [5.1023, 0.4259, 0.2445], [4.0133, -0.4211, -0.4465], [-1.0197, 0.6759, 2.9445], [-0.7467, 0.3049, 2.1405], [-1.2567, -0.0131, 3.5495], [-3.9157, -0.6971, 2.9955], [-3.2467, -1.1811, 2.5465], [-3.9627, 0.1699, 2.5305], [5.4233, -2.8811, 0.9435], [5.0223, -3.6581, 0.5905], [4.7543, -2.2161, 0.9105], [3.1803, -3.9161, 2.9045], [3.0573, -3.8931, 1.9805], [3.7503, -3.2201, 3.1135], [-2.0207, -2.3571, 2.0825], [-1.1867, -2.8041, 2.1125], [-2.5417, -2.9261, 2.7115], [-4.0107, 2.7549, -0.9475], [-4.7637, 3.3719, -0.8385], [-3.7667, 2.5929, -0.0065]], "atomic_forces_ev_per_a": [[0.4, 0.1, -0.1], [-0.1, -1.1, -1.3], [-3.6, 3.8, 3.0], [4.0, -0.8, -0.2], [1.2, 0.6, -0.4], [2.3, -2.1, -1.4], [-3.3, -0.2, -0.3], [-1.5, -0.5, -0.4], [-6.1, -0.1, 1.4], [8.4, -2.9, 4.6], [-3.4, 0.9, -2.9], [5.9, 2.8, -5.1], [-3.9, 0.0, 0.9], [-1.0, -1.1, 1.1], [-0.3, -0.6, -1.2], [-5.2, -3.6, 3.3], [4.5, -2.7, 0.3], [0.2, -0.4, -0.4], [5.6, 0.5, 1.5], [-5.1, 6.8, -3.6], [-1.3, -0.5, 0.5], [-3.5, 0.0, 0.6], [5.3, -0.5, 4.5], [-1.6, 0.5, -1.0], [3.6, 2.4, -3.7], [-1.8, -0.6, -1.5], [-0.6, -1.1, 0.7], [0.7, 0.4, 0.2], [-0.6, -0.7, 0.6], [0.0, 0.5, -0.3], [-0.6, -0.2, 0.9], [0.1, 0.3, -0.7], [0.7, -0.1, -0.1], [0.0, 0.1, -2.0], [-0.3, 0.4, 0.8], [0.3, -0.2, 1.1], [1.2, -0.8, 1.2], [-0.1, 2.0, -0.9], [-1.1, -1.1, -0.3], [-0.6, 0.7, 1.0], [-0.7, -0.2, 0.5], [1.5, 0.1, -1.5], [-0.1, -0.2, 0.4], [0.0, -0.2, -0.1], [0.2, 0.3, -0.1], [-0.8, -0.8, 1.1], [0.8, 1.0, -0.7], [0.1, 0.0, -0.9], [-0.3, 1.7, 1.8], [0.5, -0.8, -1.9], [-0.3, -0.8, 0.3], [-1.4, 1.1, 0.3], [0.9, -0.3, -0.7], [0.1, -0.6, 0.6], [1.6, -0.4, 0.2], [-0.4, -0.7, -0.4], [-0.7, 0.7, 0.0], [-1.5, -2.5, 1.6], [-0.1, 0.3, -1.5], [1.6, 1.9, 0.2], [-1.2, -1.1, 1.0], [1.1, -0.3, -0.3], [0.4, 0.8, -0.9], [-1.0, 0.1, 1.3], [0.7, -0.2, -0.5], [0.3, 0.0, -0.8]], "lowdin_charge": [1.048, 0.070, -0.439, 0.282, -0.778, 0.353, -0.477, 0.060, 0.296, -0.404, 0.110, -0.413, 0.301, 0.137, 0.000, -0.489, 0.334, -0.838, 0.340, -0.540, 0.156, 0.301, -0.422, 0.141, -0.420, 0.311, 0.163, -0.090, 0.020, -0.015, -0.019, -0.011, -0.003, -0.062, 0.012, 0.033, -0.012, 0.012, -0.004, -0.002, -0.036, -0.013, -0.011, 0.030, 0.027, -0.025, 0.059, 0.015, 0.007, -0.020, 0.057, -0.066, -0.058, 0.008, -0.050, 0.010, -0.047, -0.035, -0.038, -0.031, -0.010, 0.049, 0.111, -0.082, 0.068, 0.041]}



{"formula": "C43H40N4O8STeTi", "method": "ωB97M-V/def2-TZVPD", "lumo_energy_ev": -0.98, "homo_lumo_gap_ev": 7.222, "largest_force_ev_per_a": 0.64, "species": ["Ti", "C", "C", "C", "C", "C", "O", "C", "C", "C", "C", "C", "C", "C", "O", "C", "C", "C", "N", "C", "C", "Te", "C", "C", "C", "C", "C", "C", "C", "C", "C", "C", "C", "C", "H", "H", "H", "H", "H", "H", "H", "H", "H", "H", "H", "H", "H", "H", "H", "H", "H", "H", "H", "H", "H", "H", "H", "H", "O", "S", "O", "O", "O", "C", "C", "N", "C", "C", "N", "C", "C", "H", "H", "H", "H", "H", "H", "H", "H", "H", "H", "H", "H", "O", "C", "N", "C", "O", "C", "C", "C", "C", "C", "C", "H", "H", "H", "H"], "positions_angstrom": [[-1.4067, 0.7610, 1.0915], [1.0227, -5.8115, -0.0868], [0.4896, -4.4033, -0.1323], [-0.3636, -3.9882, -1.1440], [-0.9172, -2.7128, -1.1850], [-1.8207, -2.3423, -2.3210], [-2.0233, -1.2000, -2.6567], [-2.4505, -3.4644, -3.1010], [-3.2550, -4.4038, -2.4642], [-3.8939, -5.3860, -3.2065], [-3.7103, -5.4458, -4.5817], [-2.9010, -4.5130, -5.2165], [-2.2815, -3.5142, -4.4790], [-0.6028, -1.8125, -0.1482], [-1.1666, -0.6207, -0.0797], [0.3170, -2.1812, 0.8557], [0.8198, -3.4862, 0.8483], [0.8024, -1.2237, 1.8711], [0.4741, 0.0234, 1.9356], [1.1313, 0.8596, 2.9824], [1.2217, 2.3244, 2.5690], [2.9880, 3.3106, 3.2629], [4.2165, 2.3462, 1.8404], [4.4992, 2.9708, 0.6272], [5.2542, 2.3215, -0.3412], [5.7289, 1.0377, -0.1076], [5.4595, 0.4138, 1.1029], [4.7148, 1.0675, 2.0771], [1.7468, -1.7779, 2.8929], [1.2610, -2.0247, 4.1722], [2.1147, -2.5275, 5.1435], [3.4483, -2.7706, 4.8431], [3.9304, -2.5190, 3.5651], [3.0786, -2.0282, 2.5864], [1.0067, -6.2701, -1.0749], [0.4197, -6.4349, 0.5770], [2.0483, -5.8356, 0.2819], [-0.6112, -4.6827, -1.9392], [-3.3882, -4.3571, -1.3892], [-4.5347, -6.1045, -2.7112], [-4.2028, -6.2174, -5.1603], [-2.7608, -4.5582, -6.2890], [-1.6709, -2.7658, -4.9694], [1.4896, -3.7980, 1.6377], [0.5469, 0.7681, 3.8957], [2.1209, 0.4590, 3.1807], [0.3845, 2.9129, 2.9351], [1.2344, 2.4165, 1.4875], [4.1250, 3.9705, 0.4408], [5.4686, 2.8187, -1.2794], [6.3162, 0.5297, -0.8623], [5.8440, -0.5806, 1.2976], [4.5258, 0.5801, 3.0263], [0.2238, -1.8085, 4.4072], [1.7370, -2.7204, 6.1394], [4.1137, -3.1553, 5.6055], [4.9707, -2.7077, 3.3304], [3.4454, -1.8310, 1.5852], [-1.8871, 0.0626, 4.5661], [-2.5281, 0.7120, 3.4645], [-3.8271, 1.2634, 3.6364], [-1.5679, 1.7207, 2.7984], [-2.5170, -0.2642, 2.2123], [0.7731, 3.2585, -0.9031], [1.7985, 3.4355, -2.0474], [1.7451, 2.2966, -2.9645], [2.2375, 1.1173, -2.2530], [1.5377, 0.9843, -0.8799], [0.3288, 1.8427, -0.8321], [-0.4452, 1.5822, -2.0758], [0.3402, 2.0713, -3.3112], [-0.1122, 3.8676, -1.0628], [1.1948, 3.5752, 0.0499], [2.8158, 3.5037, -1.6580], [1.5964, 4.3523, -2.6043], [3.3177, 1.1988, -2.1241], [2.0428, 0.2423, -2.8781], [2.2091, 1.2912, -0.0730], [1.2466, -0.0480, -0.6960], [-1.4109, 2.0776, -1.9980], [-0.6463, 0.5179, -2.1284], [-0.0619, 3.0126, -3.6920], [0.2789, 1.3393, -4.1186], [-4.2538, 0.5708, -0.4109], [-3.8810, 1.7052, -0.2630], [-2.5940, 2.0811, 0.1627], [-2.5419, 3.4606, 0.3581], [-1.5914, 4.0624, 0.8008], [-3.8553, 4.0252, -0.0825], [-4.2992, 5.3311, -0.1358], [-5.5930, 5.5409, -0.6004], [-6.4028, 4.4740, -0.9898], [-5.9462, 3.1624, -0.9258], [-4.6590, 2.9677, -0.4680], [-3.6637, 6.1498, 0.1768], [-5.9848, 6.5483, -0.6592], [-7.4061, 4.6765, -1.3432], [-6.5660, 2.3240, -1.2165]], "atomic_forces_ev_per_a": [[0.4, 0.1, -0.5], [0.0, 0.0, 0.0], [0.1, -0.1, 0.0], [0.0, 0.0, -0.1], [-0.1, 0.0, 0.2], [0.0, -0.1, -0.1], [0.2, 0.1, 0.0], [-0.1, 0.0, 0.1], [0.0, -0.1, 0.0], [0.0, 0.0, 0.0], [0.0, 0.0, 0.0], [0.0, 0.0, 0.0], [-0.1, 0.0, 0.0], [0.0, 0.0, 0.1], [-0.1, 0.1, 0.1], [-0.1, 0.0, 0.0], [0.0, 0.0, 0.0], [0.0, -0.1, 0.1], [-0.2, 0.1, 0.2], [0.0, 0.1, -0.1], [-0.1, 0.0, -0.1], [0.0, 0.0, 0.0], [0.0, 0.0, 0.0], [0.0, 0.0, 0.0], [0.0, 0.0, 0.0], [0.0, 0.0, 0.0], [0.0, 0.0, 0.0], [0.0, 0.0, 0.0], [0.0, 0.0, 0.0], [0.0, 0.0, 0.0], [0.0, 0.0, 0.0], [0.0, 0.0, 0.0], [0.0, 0.0, 0.0], [0.0, 0.0, 0.0], [0.0, 0.0, 0.0], [0.0, 0.0, 0.0], [0.0, 0.0, 0.0], [0.0, 0.0, 0.0], [0.0, 0.0, 0.0], [0.0, 0.0, 0.0], [0.0, 0.0, 0.0], [0.0, 0.0, 0.0], [0.0, 0.0, 0.0], [0.0, 0.0, 0.0], [0.0, 0.0, 0.1], [0.1, 0.0, -0.1], [0.0, 0.0, 0.0], [0.0, 0.0, 0.0], [0.0, 0.0, 0.0], [0.0, 0.0, 0.0], [0.0, 0.0, 0.0], [0.0, 0.0, 0.0], [0.0, 0.0, 0.0], [0.0, 0.0, 0.0], [0.0, 0.0, 0.0], [0.0, 0.0, 0.0], [0.0, 0.0, 0.0], [0.0, 0.0, 0.0], [0.0, 0.0, 0.0], [0.1, -0.2, -0.3], [0.0, 0.0, 0.1], [0.1, 0.1, 0.0], [0.0, 0.1, -0.1], [0.0, 0.0, 0.0], [0.0, 0.0, 0.0], [0.0, 0.0, 0.0], [0.0, 0.0, 0.0], [0.0, 0.0, 0.0], [0.0, -0.1, 0.0], [0.0, 0.0, 0.0], [0.0, 0.0, 0.0], [0.0, 0.0, 0.0], [0.0, 0.0, 0.0], [0.0, 0.0, 0.0], [0.0, 0.0, 0.0], [0.0, 0.0, 0.0], [0.0, 0.0, 0.0], [0.0, 0.0, 0.0], [0.0, 0.0, 0.0], [0.0, 0.0, 0.0], [0.0, -0.1, 0.0], [0.0, 0.0, 0.0], [0.0, 0.0, 0.0], [0.0, 0.0, -0.1], [0.0, 0.0, -0.1], [-0.1, -0.2, 0.4], [-0.1, 0.0, 0.0], [0.0, 0.0, 0.0], [0.0, -0.1, 0.0], [0.0, 0.0, 0.0], [0.0, 0.0, 0.0], [0.0, 0.1, 0.0], [0.0, 0.0, 0.0], [0.0, 0.0, 0.0], [0.0, 0.0, 0.0], [0.0, 0.0, 0.0], [0.0, 0.0, 0.0], [0.0, 0.0, 0.0]], "lowdin_charge": [1.213, -0.040, -0.241, 0.037, -0.036, -0.282, 0.128, -0.175, -0.033, -0.073, -0.084, -0.074, -0.020, -0.218, -0.147, -0.048, 0.043, -0.145, 0.048, -0.252, -0.504, 1.298, -0.566, -0.163, -0.102, -0.086, -0.091, -0.153, -0.218, -0.005, -0.052, -0.073, -0.071, -0.054, 0.079, 0.087, 0.080, 0.128, 0.126, 0.105, 0.103, 0.104, 0.120, 0.124, 0.114, 0.078, 0.040, 0.002, 0.090, 0.109, 0.105, 0.101, 0.086, 0.126, 0.111, 0.105, 0.106, 0.122, -0.267, 0.410, -0.238, -0.403, -0.353, -0.141, -0.144, -0.147, -0.140, -0.138, -0.143, -0.147, -0.143, 0.108, 0.098, 0.097, 0.119, 0.101, 0.121, 0.103, 0.099, 0.112, 0.086, 0.119, 0.118, 0.125, -0.402, 0.011, -0.414, 0.097, -0.081, 0.005, -0.064, -0.063, 0.008, -0.080, 0.122, 0.104, 0.105, 0.123]}



no.,E_tot (eV)
1,-70117.01009
2,-108828.90012